1.
ORCA calculation (the ωB97M-V functional and the def2-TZVPD basis) on 6 unconnected molecules or ions with the total composition C26H62Cl6O16P4.

## Properties
E_LUMO, Ha: 0.0155
Structure (SMILES): CCOP(=O)(OCC)OCC.CCOP(=O)(OCC)OCC.CCOP(=O)(OCC)OCC.CCOP(=O)(OCC)OCC.ClC(Cl)Cl.ClC(Cl)Cl
Kohn-Sham gap, eV: 10.6
E_HOMO, eV: -10.22

Last columns: bonded neighbours and bond lengths (Å).
Element x y z (Å)
1 C 25.810 19.354 -27.105  C2 1.511, H12 1.092, H13 1.088, H14 1.096
2 C 25.114 18.901 -28.367  C1 1.511, O3 1.436, H15 1.090, H16 1.092
3 O 25.370 17.500 -28.549  C2 1.436, P4 1.602
4 P 24.235 16.535 -29.140  O3 1.602, O5 1.467, O6 1.619, O9 1.592
5 O 22.943 17.159 -29.447  P4 1.467
6 O 24.143 15.359 -28.032  P4 1.619, C7 1.440
7 C 25.124 15.167 -26.995  O6 1.440, C8 1.529, H17 1.090, H18 1.087
8 C 24.469 15.539 -25.665  C7 1.529, H19 1.091, H20 1.088, H21 1.091
9 O 24.978 15.881 -30.387  P4 1.592, C10 1.433
10 C 24.313 15.113 -31.397  O9 1.433, C11 1.514, H22 1.094, H23 1.093
11 C 24.937 15.436 -32.739  C10 1.514, H24 1.091, H25 1.089, H26 1.095
12 H 25.345 20.281 -26.763  C1 1.092
13 H 25.895 18.556 -26.369  C1 1.088
14 H 26.847 19.658 -27.282  C1 1.096
15 H 24.047 19.107 -28.270  C2 1.090
16 H 25.534 19.433 -29.223  C2 1.092
17 H 25.291 14.093 -27.073  C7 1.090
18 H 26.030 15.760 -27.099  C7 1.087
19 H 24.280 16.612 -25.714  C8 1.091
20 H 23.590 14.911 -25.525  C8 1.088
21 H 25.099 15.376 -24.789  C8 1.091
22 H 24.460 14.061 -31.137  C10 1.094
23 H 23.242 15.316 -31.305  C10 1.093
24 H 24.654 14.711 -33.503  C11 1.091
25 H 24.796 16.458 -33.089  C11 1.089
26 H 26.027 15.338 -32.707  C11 1.095
27 C 17.777 21.646 -27.152  C28 1.527, H38 1.089, H39 1.091, H40 1.095
28 C 17.014 22.963 -27.022  C27 1.527, O29 1.442, H41 1.090, H42 1.088
29 O 17.178 23.405 -25.660  C28 1.442, P30 1.602
30 P 18.301 24.500 -25.334  O29 1.602, O31 1.470, O32 1.601, O35 1.601
31 O 18.486 24.890 -23.929  P30 1.470
32 O 19.565 23.980 -26.167  P30 1.601, C33 1.422
33 C 20.850 24.566 -26.000  O32 1.422, C34 1.530, H43 1.091, H44 1.092
34 C 21.180 25.436 -27.215  C33 1.530, H45 1.090, H46 1.094, H47 1.089
35 O 17.924 25.734 -26.282  P30 1.601, C36 1.409
36 C 17.026 26.777 -25.979  O35 1.409, C37 1.536, H48 1.093, H49 1.092
37 C 15.982 27.011 -27.080  C36 1.536, H50 1.091, H51 1.093, H52 1.090
38 H 17.366 20.868 -26.511  C27 1.089
39 H 17.964 21.289 -28.166  C27 1.091
40 H 18.800 21.684 -26.766  C27 1.095
41 H 17.416 23.736 -27.677  C28 1.090
42 H 15.968 22.805 -27.276  C28 1.088
43 H 20.852 25.110 -25.055  C33 1.091
44 H 21.659 23.834 -25.970  C33 1.092
45 H 21.273 24.823 -28.112  C34 1.090
46 H 20.349 26.114 -27.433  C34 1.094
47 H 22.045 26.086 -27.095  C34 1.089
48 H 16.500 26.578 -25.042  C36 1.093
49 H 17.623 27.682 -25.846  C36 1.092
50 H 15.347 27.893 -26.987  C37 1.091
51 H 16.487 27.221 -28.027  C37 1.093
52 H 15.329 26.140 -27.127  C37 1.090
53 C 13.972 17.945 -24.039  C54 1.543, H64 1.085, H65 1.096, H66 1.088
54 C 13.668 18.721 -25.337  C53 1.543, O55 1.431, H67 1.089, H68 1.089
55 O 13.004 17.974 -26.360  C54 1.431, P56 1.567
56 P 11.465 17.682 -26.371  O55 1.567, O57 1.463, O58 1.601, O61 1.601
57 O 10.911 17.020 -27.552  P56 1.463
58 O 11.225 16.861 -25.018  P56 1.601, C59 1.430
59 C 9.931 16.641 -24.448  O58 1.430, C60 1.537, H69 1.094, H70 1.090
60 C 9.446 15.224 -24.793  C59 1.537, H71 1.093, H72 1.090, H73 1.083
61 O 10.764 19.078 -26.017  P56 1.601, C62 1.427
62 C 10.347 19.899 -27.107  O61 1.427, C63 1.515, H74 1.100, H75 1.092
63 C 9.569 21.164 -26.808  C62 1.515, H76 1.092, H77 1.092, H78 1.089
64 H 14.870 17.344 -24.131  C53 1.085
65 H 14.072 18.749 -23.300  C53 1.096
66 H 13.114 17.425 -23.619  C53 1.088
67 H 13.093 19.604 -25.063  C54 1.089
68 H 14.666 18.986 -25.682  C54 1.089
69 H 10.169 16.713 -23.382  C59 1.094
70 H 9.172 17.400 -24.638  C59 1.090
71 H 8.457 15.101 -24.344  C60 1.093
72 H 9.220 15.189 -25.858  C60 1.090
73 H 10.171 14.499 -24.442  C60 1.083
74 H 11.251 20.253 -27.625  C62 1.100
75 H 9.904 19.312 -27.914  C62 1.092
76 H 9.157 21.543 -27.745  C63 1.092
77 H 8.669 21.058 -26.197  C63 1.092
78 H 10.210 21.932 -26.380  C63 1.089
79 C 22.329 24.372 -22.648  C80 1.532, H90 1.096, H91 1.091, H92 1.085
80 C 21.026 23.674 -22.247  C79 1.532, O81 1.434, H93 1.085, H94 1.091
81 O 21.364 22.388 -21.709  C80 1.434, P82 1.590
82 P 20.607 21.076 -22.193  O81 1.590, O83 1.468, O84 1.585, O87 1.626
83 O 21.106 19.861 -21.537  P82 1.468
84 O 19.053 21.292 -21.971  P82 1.585, C85 1.417
85 C 18.106 20.334 -22.413  O84 1.417, C86 1.537, H95 1.096, H96 1.086
86 C 17.570 20.692 -23.808  C85 1.537, H97 1.091, H98 1.086, H99 1.099
87 O 20.751 21.141 -23.811  P82 1.626, C88 1.433
88 C 21.594 20.223 -24.519  O87 1.433, C89 1.523, H100 1.095, H101 1.093
89 C 23.009 20.123 -23.964  C88 1.523, H102 1.092, H103 1.093, H104 1.083
90 H 22.992 24.255 -21.784  C79 1.096
91 H 22.799 23.792 -23.445  C79 1.091
92 H 22.231 25.415 -22.930  C79 1.085
93 H 20.434 24.238 -21.534  C80 1.085
94 H 20.568 23.534 -23.227  C80 1.091
95 H 18.669 19.404 -22.555  C85 1.096
96 H 17.305 20.197 -21.694  C85 1.086
97 H 17.359 21.759 -23.881  C86 1.091
98 H 18.149 20.333 -24.653  C86 1.086
99 H 16.571 20.304 -24.050  C86 1.099
100 H 21.055 19.270 -24.511  C88 1.095
101 H 21.600 20.449 -25.588  C88 1.093
102 H 23.663 19.670 -24.713  C89 1.092
103 H 23.392 21.146 -23.909  C89 1.093
104 H 22.990 19.574 -23.031  C89 1.083
105 C 18.621 16.423 -26.736  Cl106 1.761, Cl107 1.721, Cl108 1.770, H109 1.084
106 Cl 16.880 16.343 -26.484  C105 1.761
107 Cl 19.357 17.045 -25.309  C105 1.721
108 Cl 19.077 17.483 -28.078  C105 1.770
109 H 18.953 15.411 -26.937  C105 1.084
110 C 24.471 29.029 -22.659  Cl111 1.771, Cl112 1.797, Cl113 1.758, H114 1.081
111 Cl 26.076 29.217 -21.934  C110 1.771
112 Cl 23.820 27.456 -22.083  C110 1.797
113 Cl 24.573 29.108 -24.412  C110 1.758
114 H 23.839 29.818 -22.276  C110 1.081

Here are the Löwdin charges for atoms 1 to 8, given in e: -0.07 -0.25 -0.20 0.42 -0.24 -0.19 -0.26 -0.06

***

2.
ORCA calculation (the ωB97M-V functional and the def2-TZVPD basis) on a single C2H7NS molecule.

## Properties
E_LUMO, Ha: 0.0382
Energy relative to the best compared isomer or geometry (same formula, charge and spin), eV: 0.024
Structure (SMILES): NCCS
Kohn-Sham gap, eV: 10.0
E_HOMO, eV: -8.98

Last columns: bonded neighbours and bond lengths (Å).
Element x y z (Å)
1 C -0.230 -0.338 0.508  C2 1.516, N4 1.448, H5 1.090, H6 1.097
2 C 0.586 0.464 -0.486  C1 1.516, S3 1.797, H7 1.090, H8 1.089
3 S 1.879 1.428 0.306  C2 1.797, H9 1.319
4 N -1.279 -1.143 -0.081  C1 1.448, H10 1.017, H11 1.009
5 H 0.410 -1.023 1.066  C1 1.090
6 H -0.666 0.359 1.234  C1 1.097
7 H 1.071 -0.244 -1.159  C2 1.090
8 H -0.109 1.006 -1.125  C2 1.089
9 H 1.055 2.197 0.991  S3 1.319
10 H -1.793 -0.683 -0.828  N4 1.017
11 H -0.922 -2.022 -0.425  N4 1.009

Here are the Löwdin charges for atoms 1 to 8, given in e: -0.39 -0.61 0.71 -0.02 0.11 0.10 0.07 0.07